Here is a molecular structure, C33H86ClFN12O6P4Si2 in a non-equilibrium geometry from OMol25. Energies are from ωB97M-V/def2-TZVPD.

The calculation puts the HOMO energy at -0.285 Eh. For the HOMO-LUMO gap, the calculation gives 6.7 eV. Its LUMO energy is -1.01 eV.

The geometry in ORCA input format:
```
! wB97M-V def2-TZVPD RIJCOSX def2/J DEFGRID3
* xyz 0 1
C -2.19692 10.55066 -1.40675
C -2.90259 9.77431 -2.69152
F -4.07702 9.02900 -2.11080
Si -1.63336 8.45915 -3.29929
C -2.19432 6.75574 -2.59257
O -2.06516 6.86298 -1.10112
C -1.07687 5.81273 -0.77192
C 0.50400 6.16621 -1.14093
C 1.69055 5.05734 -0.86072
C 1.24429 3.60429 -0.16821
C -0.33730 3.26992 0.17733
C -1.55229 4.35544 -0.10514
O -1.38725 8.43464 -5.03921
Si 0.30168 7.91161 -5.30840
Cl 0.16013 5.79803 -5.82415
H -1.86318 9.77196 -0.59932
H -2.94307 11.33406 -0.95685
H -1.19990 11.03484 -1.83634
H -3.23709 10.49367 -3.55392
H -0.35233 8.77922 -2.68540
H -3.35107 6.59997 -2.83493
H -1.59546 5.83444 -3.00553
H 0.78906 7.20473 -1.60137
H 2.80324 5.32115 -1.15185
H 2.12876 2.83412 0.03926
H -0.58236 2.21191 0.63836
H -2.67147 4.09981 0.14473
H 1.14827 8.08768 -4.13021
H 0.88698 8.66897 -6.43806
O 1.06473 0.01041 -0.32422
P 0.92076 -1.33344 -1.07979
N 1.03740 -2.20217 0.38390
C 1.91846 -3.29558 0.72910
C -0.07563 -2.06443 1.32134
N 2.48959 -1.21478 -1.78200
C 3.58041 -2.15934 -1.60380
C 3.05592 0.12492 -1.96740
N 0.75525 -2.87829 -1.94837
C 0.68138 -2.66793 -3.41569
C -0.45829 -3.65318 -1.62097
H 1.85023 -4.13397 0.03187
H 1.70387 -3.71671 1.71984
H 2.95475 -2.96274 0.78868
H -0.92027 -2.69514 1.03142
H -0.43868 -1.03157 1.36262
H 0.20649 -2.32304 2.34809
H 4.13240 -1.96576 -0.68084
H 4.29462 -2.08342 -2.43417
H 3.25110 -3.20026 -1.61397
H 3.46415 0.51652 -1.02826
H 2.29855 0.82187 -2.34215
H 3.85937 0.12315 -2.71310
H -0.18424 -2.05020 -3.67952
H 0.60902 -3.62406 -3.94555
H 1.57316 -2.17952 -3.81532
H -1.35716 -3.03104 -1.69182
H -0.41223 -4.08683 -0.62013
H -0.57630 -4.51264 -2.29213
O 2.28864 -6.83142 2.26977
P 3.44695 -7.85772 2.32078
N 2.69954 -8.68054 3.61501
C 3.24867 -9.05088 4.90042
C 1.45485 -9.38585 3.31521
N 4.56097 -6.71008 2.96133
C 5.25840 -6.81236 4.23294
C 4.32600 -5.29264 2.66891
N 4.77850 -9.03751 2.37942
C 5.84074 -8.70256 1.39850
C 4.39766 -10.42723 2.05697
H 4.16195 -9.64490 4.81826
H 2.55554 -9.65554 5.49952
H 3.44762 -8.17087 5.51215
H 1.64894 -10.34848 2.83465
H 0.81898 -8.80527 2.63779
H 0.84972 -9.56747 4.21049
H 4.63736 -6.46174 5.06082
H 6.16813 -6.19782 4.22332
H 5.60787 -7.82388 4.44919
H 3.54800 -4.87690 3.31996
H 4.02602 -5.15263 1.62479
H 5.23637 -4.69707 2.80354
H 5.44534 -8.70641 0.37667
H 6.67013 -9.41563 1.46016
H 6.28541 -7.72127 1.57974
H 3.83171 -10.47615 1.12031
H 3.80171 -10.88501 2.84890
H 5.28030 -11.07174 1.96417
O -5.39264 2.46391 -7.90672
P -4.97851 3.91877 -7.57589
N -5.99692 3.92817 -6.20715
C -7.02152 4.87937 -5.83784
C -5.61206 3.06169 -5.09464
N -5.84333 4.56959 -8.91638
C -6.92845 5.53479 -8.84737
C -6.06431 3.69876 -10.07512
N -4.50244 5.59122 -7.19557
C -3.58283 6.13836 -8.22403
C -3.77871 5.76091 -5.91974
H -6.65170 5.90627 -5.78901
H -7.45501 4.67394 -4.85049
H -7.86629 4.83523 -6.52532
H -4.82168 3.51627 -4.49137
H -5.23630 2.09614 -5.45076
H -6.45442 2.82889 -4.43364
H -7.88598 5.04865 -8.64531
H -7.02818 6.07038 -9.80055
H -6.75882 6.31702 -8.10479
H -6.89412 3.00466 -9.89724
H -5.16337 3.12115 -10.30844
H -6.29292 4.27832 -10.97704
H -2.66502 5.54305 -8.28501
H -3.31709 7.17715 -7.99936
H -4.03192 6.16076 -9.21968
H -2.94363 5.05633 -5.84079
H -4.43155 5.62636 -5.05513
H -3.38536 6.77956 -5.81634
O 3.14463 -2.07419 7.11306
P 1.84768 -1.22846 7.09906
N 1.62276 -1.49282 8.76945
C 0.45730 -1.98952 9.46657
C 2.58746 -0.86541 9.67073
N 0.96645 -2.42260 6.22393
C -0.23572 -3.10265 6.67799
C 1.72344 -3.33553 5.36171
N 0.35673 -0.25623 7.08297
C 0.02743 0.20527 5.71135
C 0.40667 0.97908 7.89034
H -0.44391 -1.40831 9.25752
H 0.57531 -1.96991 10.55774
H 0.27167 -3.03667 9.22731
H 2.35987 0.19308 9.82261
H 3.60606 -0.92622 9.27191
H 2.62162 -1.35116 10.65234
H 0.00273 -3.95243 7.32222
H -0.80490 -3.49004 5.82281
H -0.93094 -2.44101 7.19855
H 2.19432 -4.13451 5.94643
H 2.50013 -2.79734 4.80774
H 1.08107 -3.80092 4.60516
H 0.83011 0.83100 5.30557
H -0.90637 0.77811 5.70420
H -0.13272 -0.62268 5.01684
H 1.29841 1.57046 7.65560
H 0.39826 0.77101 8.96202
H -0.47923 1.60309 7.72046
*
```

These are the Mulliken partial charges, in e, on atoms 1 to 4: number 1, C, carries -0.9915; number 2, C, carries 0.1889; number 3, F, carries -0.3333; number 4, Si, carries 0.5323